No. 1
{
  "formula": "C13H16N",
  "method": "wB97M-V/def2-TZVPD",
  "smiles": "c1ccc2c(c1)CC[C@]21CC[N+]12CC2",
  "e_tot_ha": -559.35681,
  "gap_ev": 9.74,
  "charge": 1,
  "e_homo_ev": -12.7,
  "species": ["C", "C", "C", "C", "C", "C", "C", "C", "C", "C", "C", "C", "C", "N", "H", "H", "H", "H", "H", "H", "H", "H", "H", "H", "H", "H", "H", "H", "H", "H"],
  "positions_angstrom": [[1.52624, -3.08478, -0.32984], [0.76759, -2.88482, 0.82034], [2.01698, -1.95171, -1.02686], [0.37153, -1.64877, 1.15717], [1.60893, -0.69548, -0.69880], [0.68952, -0.58713, 0.31291], [1.86679, 0.63786, -1.27727], [1.14284, 1.66222, -0.37394], [-0.37220, 1.41508, 1.75806], [-1.83997, 1.36693, 1.41773], [-2.01722, 1.32154, -1.17240], [-2.21910, -0.12474, -0.81115], [0.19820, 0.79914, 0.55846], [-1.49483, 0.78900, 0.09977], [2.00297, -4.07323, -0.69243], [0.34722, -3.85778, 1.21925], [2.71070, -2.08754, -1.89053], [-0.54053, -1.51525, 1.73972], [3.02867, 0.76739, -1.23082], [1.57844, 0.79558, -2.40919], [1.81273, 2.04692, 0.42661], [0.61267, 2.39423, -1.01412], [0.02798, 2.39566, 1.82222], [-0.08191, 1.03926, 2.76856], [-2.62162, 0.70461, 1.92324], [-2.26130, 2.30359, 1.48087], [-1.13952, 1.41990, -1.82135], [-2.79205, 2.06335, -1.11022], [-3.10842, -0.42155, -0.42908], [-1.82133, -0.98947, -1.21691]],
  "atomic_forces_ev_per_a": [[2.84, 0.24, -1.17], [-0.27, -4.29, -0.93], [0.91, -1.92, -1.26], [-2.41, 1.48, -0.60], [-1.44, 0.59, 0.11], [0.01, 0.50, 2.68], [2.53, 1.25, -2.11], [-0.80, -1.29, 0.77], [0.72, -0.19, 4.03], [-0.50, -3.25, 0.81], [1.66, -1.79, -0.20], [0.32, 2.78, 0.80], [-0.73, -1.02, -3.93], [1.06, 0.67, -1.54], [-1.44, 1.48, 0.95], [0.51, 1.60, 0.26], [-0.63, -0.01, 0.81], [0.61, -0.07, 0.81], [-2.02, 0.20, -0.30], [0.51, -0.59, 2.17], [-0.19, 0.50, -0.97], [0.44, 0.12, 0.98], [-0.12, 1.33, -0.07], [-0.18, -0.43, -0.87], [1.65, 0.45, -0.12], [-1.08, 2.24, -0.92], [-0.83, 0.62, -0.25], [-0.14, 0.06, -0.16], [-3.03, -0.28, 1.26], [2.02, -0.99, -1.05]]
}

No. 2
{
  "formula": "C51H41AsBr2N4O3ReS",
  "method": "wB97M-V/def2-TZVPD",
  "s_squared": 0.77,
  "e_tot_ha": -10273.15074,
  "spin_multiplicity": 2,
  "gap_ev": [5.95, 5.83],
  "e_homo_ev": [-7.7, -7.7],
  "species": ["Re", "C", "C", "C", "C", "C", "C", "C", "C", "N", "C", "O", "C", "C", "C", "C", "C", "N", "C", "O", "N", "C", "C", "C", "C", "C", "C", "C", "C", "H", "H", "H", "H", "H", "H", "H", "H", "H", "H", "H", "H", "H", "H", "H", "H", "H", "H", "H", "H", "H", "S", "C", "C", "C", "C", "C", "C", "As", "C", "C", "C", "C", "C", "C", "C", "C", "C", "C", "C", "C", "H", "H", "H", "H", "H", "H", "H", "H", "H", "H", "H", "H", "H", "H", "C", "C", "C", "C", "C", "C", "Br", "C", "C", "Br", "C", "O", "C", "N", "H", "H", "H", "H", "H", "H"],
  "positions_angstrom": [[-0.53857, 0.23155, 1.33425], [-1.58265, 4.31071, 2.17603], [-0.34148, 4.36447, 1.33411], [-0.04397, 5.52928, 0.63578], [1.20921, 5.73113, 0.08293], [2.19684, 4.78030, 0.26407], [1.91662, 3.57821, 0.89783], [3.01524, 2.60216, 1.20282], [0.61838, 3.33835, 1.36570], [0.35036, 2.11076, 2.04958], [0.77158, 2.09819, 3.33747], [1.41764, 2.96899, 3.89776], [0.28665, 0.91085, 4.09371], [0.62442, 0.67579, 5.41199], [0.06173, -0.41297, 6.06018], [-0.82823, -1.21706, 5.36483], [-1.08743, -0.92817, 4.03812], [-0.54544, 0.11657, 3.42471], [-1.91495, -1.81459, 3.17779], [-2.55395, -2.72451, 3.68622], [-1.83614, -1.52433, 1.85272], [-2.48454, -2.53373, 1.06430], [-3.76256, -2.38618, 0.50293], [-4.58944, -1.14164, 0.63785], [-4.34101, -3.47496, -0.14551], [-3.71836, -4.70711, -0.18887], [-2.48837, -4.86361, 0.42260], [-1.85671, -3.79268, 1.03645], [-0.54563, -4.02584, 1.73428], [-2.25437, 5.13194, 1.92841], [-2.12066, 3.37578, 2.07516], [-1.29738, 4.40264, 3.22796], [-0.79049, 6.31308, 0.58086], [1.43156, 6.65446, -0.43789], [3.20714, 4.97460, -0.07534], [2.66511, 1.57377, 1.12238], [3.86575, 2.74570, 0.53988], [3.34116, 2.75134, 2.23417], [1.32269, 1.35033, 5.88625], [0.31668, -0.63382, 7.08765], [-1.31111, -2.08052, 5.79903], [-4.40372, -0.64557, 1.58766], [-4.37199, -0.43152, -0.15949], [-5.64757, -1.39590, 0.57753], [-5.32901, -3.35692, -0.57486], [-4.20680, -5.54773, -0.66545], [-2.01154, -5.83697, 0.44916], [-0.01388, -4.86402, 1.28333], [-0.73326, -4.26377, 2.78413], [0.08652, -3.14132, 1.69967], [-2.56656, 1.37921, 0.90447], [-2.54271, 2.14242, -0.67982], [-3.62496, 2.96625, -0.99520], [-3.72004, 3.53975, -2.24847], [-2.74665, 3.28739, -3.20769], [-1.67946, 2.46324, -2.89616], [-1.55755, 1.89500, -1.62914], [-0.11295, 0.69017, -1.15195], [1.46124, 1.73154, -1.66666], [2.71122, 1.11715, -1.59396], [3.83651, 1.74035, -2.10592], [3.72462, 2.99149, -2.69512], [2.49626, 3.63249, -2.71794], [1.36969, 3.01080, -2.19966], [-0.14983, -0.33936, -2.83635], [1.00495, -0.84280, -3.42425], [0.95226, -1.47645, -4.65562], [-0.25909, -1.61166, -5.31850], [-1.41804, -1.13073, -4.73063], [-1.36537, -0.50562, -3.49438], [-4.38614, 3.14226, -0.24556], [-4.56446, 4.17421, -2.48442], [-2.82812, 3.72905, -4.19188], [-0.93202, 2.23843, -3.64739], [2.80962, 0.14865, -1.11314], [4.79998, 1.25052, -2.04425], [4.59695, 3.47043, -3.12075], [2.40771, 4.62551, -3.13941], [0.42628, 3.53779, -2.20034], [1.95911, -0.74434, -2.92758], [1.86188, -1.85436, -5.10426], [-0.29872, -2.10183, -6.28269], [-2.36885, -1.24454, -5.23540], [-2.27976, -0.14643, -3.03907], [-0.78225, -4.02430, -1.53801], [0.60539, -3.71649, -1.07956], [1.65058, -4.57012, -1.49983], [2.92634, -4.31879, -1.10887], [3.18754, -3.24562, -0.22969], [4.46460, -2.96088, 0.29298], [5.98630, -3.95625, -0.26514], [4.63952, -1.99307, 1.23884], [3.54060, -1.26154, 1.67840], [3.77318, -0.00325, 3.07643], [2.24767, -1.42083, 1.17109], [1.30032, -0.67735, 1.66901], [2.07508, -2.45046, 0.17034], [0.82452, -2.67736, -0.30234], [-1.10217, -4.97298, -1.11096], [-0.80760, -4.11893, -2.62234], [-1.47623, -3.25375, -1.21385], [1.41200, -5.41701, -2.12987], [3.74610, -4.94382, -1.43560], [5.61736, -1.79874, 1.65535]],
  "atomic_forces_ev_per_a": [[-0.13, 0.54, 1.02], [0.06, -0.01, 0.03], [0.08, -0.24, -0.03], [-0.02, 0.01, -0.04], [0.06, 0.06, 0.01], [0.00, 0.07, 0.06], [-0.02, -0.07, 0.13], [-0.15, 0.15, -0.08], [0.22, 0.45, -0.18], [-0.70, -1.26, -0.98], [0.08, 0.15, 0.22], [-0.05, -0.07, 0.00], [0.04, 0.15, 0.17], [-0.02, 0.01, 0.00], [-0.04, 0.05, -0.11], [-0.02, 0.00, 0.00], [-0.03, -0.18, 0.09], [0.20, -0.18, 0.12], [-0.24, -0.18, 0.15], [0.06, 0.14, 0.01], [0.71, 1.17, -0.64], [-0.09, -0.49, -0.15], [0.17, 0.02, 0.04], [0.05, 0.02, 0.01], [0.06, 0.05, -0.04], [0.03, -0.15, 0.10], [-0.64, -0.02, 0.72], [-0.16, 0.07, 0.49], [-0.18, -0.01, 0.42], [0.00, 0.02, 0.01], [-0.05, -0.03, 0.03], [-0.03, 0.05, 0.01], [-0.01, -0.01, 0.00], [-0.01, 0.01, 0.01], [-0.01, -0.05, -0.06], [0.07, 0.08, -0.04], [0.03, -0.01, -0.02], [-0.01, -0.01, -0.06], [-0.02, 0.03, 0.00], [-0.01, 0.01, 0.01], [0.00, -0.01, -0.01], [-0.01, 0.04, 0.01], [-0.01, 0.08, 0.00], [0.00, 0.00, 0.02], [0.00, 0.02, -0.01], [0.01, 0.00, -0.01], [-0.02, -0.01, 0.02], [0.05, 0.00, 0.03], [-0.03, -0.10, 0.00], [-0.12, -0.20, 0.15], [1.10, -1.03, 0.46], [0.16, -0.02, -0.09], [0.01, 0.03, 0.07], [-0.03, 0.01, 0.02], [0.01, 0.02, 0.02], [0.12, -0.02, 0.01], [-0.12, 0.14, 0.06], [-0.11, 0.53, -0.78], [0.18, -0.03, 0.20], [-0.13, -0.09, 0.16], [0.02, -0.03, -0.05], [0.00, 0.02, 0.01], [-0.01, -0.06, -0.11], [-0.10, -0.10, -0.08], [-0.20, -0.38, 0.24], [0.07, -0.05, 0.21], [-0.05, 0.00, -0.07], [0.06, -0.05, 0.02], [-0.05, -0.05, -0.05], [-0.06, -0.14, 0.23], [-0.02, 0.01, -0.01], [0.01, 0.02, 0.00], [0.03, -0.03, -0.02], [-0.03, 0.05, -0.03], [0.05, -0.02, -0.01], [-0.01, -0.02, 0.01], [0.01, 0.02, 0.03], [0.00, 0.01, 0.02], [0.02, 0.04, 0.02], [0.02, -0.02, -0.05], [0.01, -0.01, 0.03], [-0.01, 0.02, -0.01], [-0.01, 0.01, 0.02], [-0.01, -0.02, -0.06], [0.35, 0.30, -0.58], [0.12, 0.49, -0.06], [0.17, -0.06, 0.00], [-0.07, -0.12, -0.10], [-0.17, 0.25, 0.11], [0.20, -0.01, 0.07], [-0.06, 0.05, 0.01], [0.19, -0.15, -0.13], [-0.66, 0.27, 0.10], [0.23, -0.36, 0.13], [1.12, -0.09, -0.23], [-1.95, 0.32, -0.07], [0.14, 0.05, 0.13], [-0.11, 0.04, -0.52], [0.26, 0.14, -0.44], [0.06, 0.04, -0.20], [0.07, -0.04, -0.26], [0.04, 0.01, -0.05], [-0.02, -0.01, 0.01], [-0.01, 0.00, 0.02]]
}

No. 3
{
  "formula": "C16H32Cl2LiO12",
  "method": "wB97M-V/def2-TZVPD",
  "e_tot_ha": -2459.01513,
  "gap_ev": 5.87,
  "charge": -1,
  "e_homo_ev": -5.8,
  "species": ["Li", "Cl", "O", "O", "O", "O", "Cl", "O", "O", "O", "O", "C", "C", "C", "O", "C", "H", "H", "H", "H", "H", "H", "H", "H", "C", "C", "C", "O", "C", "H", "H", "H", "H", "H", "H", "H", "H", "C", "C", "C", "O", "C", "H", "H", "H", "H", "H", "H", "H", "H", "C", "C", "C", "O", "C", "H", "H", "H", "H", "H", "H", "H", "H"],
  "positions_angstrom": [[-0.11677, -0.00438, 0.40497], [2.44518, -4.76970, -2.95385], [2.72878, -6.07106, -2.45488], [2.35549, -3.84974, -1.91163], [3.61711, -4.49193, -3.76535], [1.23177, -4.68683, -3.67233], [-1.56140, 4.87933, 2.68789], [-2.15581, 5.82917, 1.81702], [-1.63474, 3.51080, 2.33939], [-0.21468, 5.27869, 2.73644], [-1.91958, 5.07518, 4.05927], [-4.29715, -2.10574, -3.11833], [-4.67522, -0.66980, -3.49490], [-4.33256, 0.18983, -2.33776], [-3.47360, -0.66782, -1.59593], [-3.93751, -2.00306, -1.64835], [-3.46109, -2.43209, -3.73687], [-5.12262, -2.81443, -3.18501], [-5.74079, -0.73373, -3.71534], [-4.10914, -0.38904, -4.38306], [-5.20245, 0.38789, -1.71153], [-3.87928, 1.15870, -2.54737], [-4.73194, -2.16423, -0.91964], [-3.14904, -2.70316, -1.37217], [4.56804, 1.98942, 3.23249], [5.35271, 1.88963, 1.92603], [4.36488, 1.21310, 1.02967], [3.26328, 0.80257, 1.88424], [3.64600, 0.73575, 3.23467], [3.82924, 2.79029, 3.26226], [5.30359, 2.05912, 4.03387], [6.23605, 1.25114, 1.91394], [5.54043, 2.86901, 1.48594], [4.88799, 0.39529, 0.53405], [4.01588, 1.88993, 0.24980], [4.07988, -0.22931, 3.49640], [2.83495, 0.87241, 3.94995], [0.70299, 3.81009, -4.75993], [0.07150, 2.53614, -5.28356], [0.55447, 1.48359, -4.23474], [0.55303, 2.27526, -2.99958], [0.45608, 3.66715, -3.28415], [0.29067, 4.75539, -5.11279], [1.75720, 3.82956, -5.03624], [0.44353, 2.21926, -6.25788], [-1.01771, 2.50577, -5.31174], [1.60751, 1.24177, -4.37871], [-0.07874, 0.60810, -4.09094], [1.11278, 4.26019, -2.64763], [-0.57901, 3.95709, -3.10350], [-0.17544, -3.67133, 5.24795], [-1.58685, -3.26645, 5.43074], [-1.83085, -2.23007, 4.39728], [-0.71893, -2.24778, 3.46877], [-0.08127, -3.51999, 3.74470], [-0.09631, -4.61726, 5.78372], [0.50559, -2.94652, 5.69401], [-1.90035, -2.99425, 6.43857], [-2.20663, -4.11379, 5.13750], [-2.00066, -1.28109, 4.90592], [-2.70381, -2.57271, 3.84173], [0.94636, -3.63082, 3.39859], [-0.61107, -4.33868, 3.25772]],
  "atomic_forces_ev_per_a": [[0.07, 0.16, 0.08], [3.12, -1.30, -1.57], [-1.13, -1.64, 0.95], [-0.07, 2.43, 2.95], [-0.59, 1.09, -0.76], [-1.44, -0.45, -1.47], [2.76, 2.71, 2.86], [-2.52, -0.45, -1.32], [-1.29, -1.81, -1.34], [4.05, -0.12, -1.26], [-2.91, -0.58, 0.94], [-0.43, -0.75, 0.42], [-0.95, -0.87, -1.83], [-0.39, -0.62, 1.25], [1.79, 0.93, 1.71], [0.67, 0.46, -0.60], [-0.01, -0.25, 0.32], [-0.02, 0.02, -0.61], [-0.01, 0.76, -0.26], [-0.29, 0.11, -0.10], [-0.31, 0.15, 0.03], [0.40, -0.33, -0.03], [-0.55, 0.09, -0.23], [0.29, 0.30, 0.03], [0.79, -1.00, 1.09], [-0.63, 0.61, -0.29], [-0.54, -0.38, -0.08], [-1.13, -0.88, -1.62], [1.45, 1.18, 0.00], [0.56, 0.42, -0.14], [-0.44, 0.13, 0.46], [0.24, 0.47, 0.75], [0.55, 0.02, 0.36], [-0.61, -0.54, -0.03], [-0.56, -0.16, 0.14], [0.55, -0.08, -0.18], [-0.47, 0.16, -0.56], [0.00, 0.34, -0.35], [0.42, -1.72, -0.18], [0.13, 2.26, 0.58], [0.07, -0.81, 0.40], [-0.39, -0.21, -0.01], [-0.25, -0.16, -0.23], [0.16, -0.12, 0.22], [-0.10, 0.24, -0.17], [-0.03, 0.42, 0.05], [-0.13, -0.51, -0.39], [0.11, 0.09, -0.15], [0.08, -0.23, 0.07], [-0.10, 0.30, 0.27], [0.39, 0.32, 0.69], [-1.31, -0.76, 0.76], [-0.71, 0.49, -0.70], [0.51, -0.62, 0.80], [0.53, -0.85, -0.06], [0.77, -0.31, -0.74], [0.11, -0.02, 0.16], [0.20, 0.20, -0.01], [-0.01, -0.33, 0.33], [0.28, 0.43, -0.81], [-0.30, 0.72, -0.16], [-0.02, 0.87, -0.28], [-0.40, -0.01, -0.18]]
}